Entry 1:
C21H12N5OsS5 | wB97M-V/def2-TZVPD

```
44
Properties=species:S:1:pos:R:3:nbo_charge:R:1
Os 0.1491 0.6365 0.3166 0.624
C 3.8429 2.0547 -1.3975 -0.247
C 4.2551 1.1045 -2.3263 -0.142
C 3.4674 -0.0031 -2.4964 -0.206
C 2.2837 -0.1744 -1.7588 0.359
N 1.8790 0.7547 -0.8494 -0.479
C 2.6790 1.8354 -0.7058 0.053
N 1.6078 -1.3216 -2.0359 -0.476
C 0.5172 -1.7214 -1.5174 0.452
N -0.2571 -1.0903 -0.5404 -0.670
C -1.3689 -1.8940 -0.2755 0.477
N -2.3153 -1.6808 0.5473 -0.476
C -2.4696 -0.6097 1.3711 0.359
C -3.6231 -0.6524 2.1724 -0.206
C -3.9132 0.3563 3.0524 -0.142
C -3.0261 1.4255 3.1256 -0.247
C -1.9161 1.4146 2.3199 0.053
N -1.6004 0.4360 1.4417 -0.479
C -1.2949 -3.0861 -1.1222 -0.106
C -2.1348 -4.1758 -1.2433 -0.151
C -1.7829 -5.1635 -2.1539 -0.181
C -0.6229 -5.0573 -2.9178 -0.178
C 0.2195 -3.9602 -2.7936 -0.182
C -0.1333 -2.9797 -1.8871 -0.021
H 4.4144 2.9523 -1.2114 0.238
H 5.1661 1.2375 -2.8932 0.238
H 3.7247 -0.7812 -3.1992 0.248
H 2.3674 2.5743 0.0099 0.192
H -4.2657 -1.5129 2.0621 0.248
H -4.8004 0.3246 3.6695 0.238
H -3.1913 2.2556 3.7968 0.238
H -1.2358 2.2444 2.3826 0.192
H -3.0351 -4.2556 -0.6488 0.237
H -2.4185 -6.0305 -2.2737 0.230
H -0.3762 -5.8435 -3.6185 0.230
H 1.1210 -3.8750 -3.3855 0.238
S 1.6901 7.1394 3.5354 0.184
C 1.3525 5.7196 2.8335 -0.599
S 1.9058 4.1848 3.4657 0.534
C 1.1898 3.1728 2.2446 -0.431
C 0.4640 3.8442 1.2357 -0.431
S -0.3200 3.1098 -0.0510 0.327
S 0.4000 5.5777 1.3726 0.534
S 1.4054 1.5138 2.3474 0.327
```

Computed properties:
Gap between HOMO and LUMO (spin up / spin down): 4.989 / 4.989 eV
Total energy: -3162.67219 a.u.
Net charge: +1
E_HOMO (spin up / spin down): -11.17 / -11.17 eV
Molecular weight: 684.93 g mol⁻¹

Entry 2:
C21H13Cl56N3O5PS | wB97M-V/def2-TZVPD

```
100
Properties=species:S:1:pos:R:3:lowdin_charge:R:1
N 0.1943 -2.3307 6.2839 -0.155
P -0.5159 -2.9721 5.0650 0.475
O -0.4112 -4.5603 4.9728 -0.091
O -2.0639 -2.6410 5.0446 -0.108
C 0.2034 -2.1681 3.5835 -0.138
C -0.5443 -1.8945 2.4156 -0.094
N -0.0984 -1.3238 1.3380 0.025
N 1.1773 -0.9480 1.3795 0.137
C 1.9748 -1.1181 2.4202 -0.144
C 3.3809 -0.5700 2.2767 -0.129
C 4.3710 -0.9539 3.3687 -0.183
C 4.9462 -2.3870 3.2994 -0.210
S 5.2628 -2.9715 1.6562 0.546
O 6.0073 -4.1854 1.7201 -0.268
O 5.8443 -1.9008 0.9150 -0.277
O 3.8284 -3.2732 1.0078 -0.151
C 1.5207 -1.7620 3.5780 0.051
H 0.6404 -3.0147 6.8849 0.004
H 0.5218 -4.8002 4.8819 0.095
H -2.1602 -1.8055 5.5337 0.084
H -1.5946 -2.1714 2.3984 0.103
H 1.5265 -0.5012 0.5355 0.124
H 3.2563 0.5190 2.3133 0.138
H 3.7385 -0.7978 1.2726 0.100
H 5.2147 -0.2719 3.2705 0.129
H 3.9849 -0.7938 4.3756 0.122
H 4.3684 -3.1167 3.8694 0.107
H 5.9300 -2.3750 3.7703 0.121
H 3.6658 -4.2271 1.0965 0.111
H 2.1365 -1.9308 4.4486 0.117
C -3.1653 -0.6804 -1.6371 -1.995
Cl -2.8212 -1.0547 -3.3236 0.500
Cl -3.7939 0.9628 -1.4964 0.491
Cl -4.3496 -1.8276 -0.9951 0.527
Cl -1.6686 -0.8220 -0.6870 0.543
C -0.1189 -1.9050 -6.6137 -2.019
Cl -0.0138 -3.3711 -7.5863 0.532
Cl 0.4370 -0.5263 -7.5619 0.513
Cl -1.7903 -1.6410 -6.1039 0.466
Cl 0.9032 -2.0766 -5.1746 0.497
C 3.0592 1.5645 -10.0828 -2.060
Cl 3.1444 0.0930 -11.0535 0.530
Cl 3.6597 2.9313 -11.0206 0.536
Cl 1.3788 1.8619 -9.6164 0.496
Cl 4.0412 1.3661 -8.6257 0.512
C -5.1425 0.5303 2.3424 -1.998
Cl -4.9860 2.2048 2.8884 0.531
Cl -3.5229 -0.1158 2.0145 0.503
Cl -5.9072 -0.4516 3.5910 0.492
Cl -6.0983 0.4756 0.8630 0.535
C 3.2995 3.1473 -1.0523 -2.025
Cl 2.4884 1.6031 -0.6485 0.515
Cl 3.0681 3.4719 -2.7670 0.516
Cl 2.6030 4.4299 -0.0796 0.533
Cl 5.0206 3.0137 -0.7096 0.540
C 3.7390 -4.7754 -5.8089 -2.043
Cl 3.7253 -3.5776 -7.1057 0.522
Cl 2.1049 -5.4011 -5.5586 0.504
Cl 4.8187 -6.1006 -6.2445 0.533
Cl 4.3082 -4.0137 -4.3147 0.488
C 7.9142 -4.3734 -2.6668 -2.047
Cl 6.8588 -3.7113 -1.4080 0.544
Cl 7.1911 -5.8374 -3.3374 0.508
Cl 8.1151 -3.1782 -3.9515 0.527
Cl 9.4863 -4.7559 -1.9642 0.541
C -5.5525 0.8353 7.5461 -2.029
Cl -6.9624 -0.2241 7.5492 0.525
Cl -4.0829 -0.1408 7.7489 0.469
Cl -5.4753 1.7053 6.0091 0.486
Cl -5.6715 1.9837 8.8789 0.548
C -1.3472 5.1281 -1.4423 -2.022
Cl -2.4383 3.7507 -1.2498 0.493
Cl -0.7545 5.6223 0.1509 0.515
Cl 0.0060 4.6315 -2.4711 0.502
Cl -2.1993 6.4763 -2.1932 0.506
C -3.5136 10.2755 -3.8501 -2.052
Cl -2.2327 10.7553 -2.7326 0.524
Cl -4.9568 11.2427 -3.5489 0.535
Cl -2.9717 10.5176 -5.5112 0.533
Cl -3.8918 8.5628 -3.6000 0.480
C -1.9729 -2.0570 10.6120 -2.045
Cl -0.6331 -1.5198 11.6266 0.535
Cl -3.4364 -1.1841 11.0599 0.526
Cl -1.5657 -1.7461 8.9098 0.473
Cl -2.2272 -3.7897 10.8343 0.532
C -10.5736 -0.8916 4.9049 -2.051
Cl -8.8827 -0.8057 4.3856 0.464
Cl -11.0948 -2.5779 4.9317 0.532
Cl -10.7217 -0.2011 6.5241 0.521
Cl -11.5772 0.0217 3.7781 0.535
C 5.5692 6.4983 -3.7306 -2.056
Cl 6.4305 7.8803 -4.4051 0.541
Cl 3.9988 7.0267 -3.1123 0.510
Cl 5.3305 5.2816 -4.9909 0.513
Cl 6.5162 5.8015 -2.4086 0.508
C -5.6094 -0.5799 -7.5203 -2.051
Cl -5.0690 -1.2168 -5.9567 0.478
Cl -6.9907 -1.5188 -8.0865 0.537
Cl -6.0796 1.1105 -7.3272 0.531
Cl -4.2933 -0.6976 -8.6904 0.522
```

Computed properties:
Gap between HOMO and LUMO: 7.274 eV
Total energy: -27858.36266 a.u.
Net charge: +1
E_HOMO: -12.49 eV
Molecular weight: 2435.76 g mol⁻¹

Entry 3:
C21H13F10N6OPd | wB97M-V/def2-TZVPD

```
52
Properties=species:S:1:pos:R:3:nbo_charge:R:1
Pd 0.0908 -0.1924 -0.0396 1.028
C 0.6193 -0.0214 3.1910 -0.415
N 0.8698 -0.7124 1.9383 -0.443
C 2.2921 -0.7347 1.5491 -0.220
C 2.7160 0.5677 0.9007 -0.231
N 1.8590 0.8143 -0.2674 -0.713
C 2.0583 1.9295 -1.0321 0.069
C 3.0358 2.9239 -0.8458 0.247
F 3.9128 2.8651 0.1862 -0.325
C 3.1779 4.0245 -1.6751 0.279
F 4.1385 4.9200 -1.4075 -0.301
C 2.3499 4.2129 -2.7585 0.218
F 2.4837 5.2790 -3.5616 -0.300
C 1.3749 3.2592 -2.9876 0.272
F 0.5485 3.3929 -4.0286 -0.292
C 1.2459 2.1652 -2.1582 0.319
F 0.2789 1.2881 -2.4689 -0.307
C 0.2591 -2.0594 1.8912 -0.237
C -1.2443 -1.9975 1.7082 -0.231
N -1.5369 -0.9885 0.6901 -0.616
C -2.8082 -0.7966 0.2326 0.079
C -3.0759 0.2040 -0.7173 0.323
F -2.0653 0.9633 -1.1818 -0.317
C -4.3332 0.4873 -1.2045 0.272
F -4.4884 1.4652 -2.1031 -0.296
C -5.4359 -0.2204 -0.7638 0.219
F -6.6647 0.0479 -1.2315 -0.301
C -5.2277 -1.2084 0.1725 0.281
F -6.2683 -1.9188 0.6283 -0.301
C -3.9580 -1.4887 0.6483 0.256
F -3.8850 -2.4838 1.5622 -0.322
H 1.0726 -0.5683 4.0302 0.173
H -0.4525 0.0654 3.3593 0.219
H 1.0367 0.9833 3.1570 0.212
H 2.4075 -1.5339 0.8162 0.219
H 2.9402 -0.9707 2.4060 0.183
H 3.7753 0.4732 0.6403 0.198
H 2.6508 1.3900 1.6235 0.177
H 0.5177 -2.6561 2.7795 0.182
H 0.6790 -2.5571 1.0185 0.228
H -1.7551 -1.7423 2.6447 0.178
H -1.5661 -3.0099 1.4461 0.208
N 2.1186 -1.2336 -2.4843 -0.839
C 0.8873 -1.8006 -2.5243 0.678
O 0.1052 -1.7135 -1.5169 -0.766
C 0.5053 -2.5589 -3.6487 -0.562
C -0.7542 -3.2173 -3.6724 0.330
N -1.7723 -3.7596 -3.7059 -0.412
C 1.4032 -2.6897 -4.7393 0.311
N 2.1862 -2.7341 -5.5893 -0.432
H 2.2707 -0.5050 -1.7944 0.415
H 2.6342 -1.1755 -3.3480 0.400
```

Computed properties:
Gap between HOMO and LUMO: 7.035 eV
Total energy: -2338.35188 a.u.
Net charge: -1
E_HOMO: -4.96 eV
Molecular weight: 661.78 g mol⁻¹

Entry 4:
C21H14BrIrN3O4S | wB97M-V/def2-TZVPD

```
45
Properties=species:S:1:pos:R:3:nbo_charge:R:1
Ir -0.9885 1.0712 -0.6149 1.348
O 4.0358 0.7349 -6.1894 -0.642
C 4.5408 0.7501 -4.9538 0.767
O 5.7221 0.7697 -4.7710 -0.528
C 3.5801 0.7336 -3.7869 -0.121
C 2.1941 0.7120 -3.8886 -0.167
C 1.4219 0.6807 -2.7437 -0.201
C 2.0076 0.6828 -1.4780 0.164
C 3.4018 0.6860 -1.3779 -0.218
C 4.1671 0.7177 -2.5224 -0.145
N 1.1366 0.6642 -0.3655 -0.403
C 1.5396 0.7807 0.8452 0.150
C 0.5749 0.7668 1.9184 0.115
C 0.9426 0.6872 3.2548 -0.173
C -0.0455 0.6796 4.2267 -0.117
C -1.3743 0.7491 3.8355 -0.196
C -1.6698 0.8461 2.4850 0.086
N -0.7185 0.8553 1.5623 -0.383
H 3.0756 0.7147 -6.2350 0.487
H 1.6906 0.7168 -4.8464 0.218
H 0.3389 0.6528 -2.8134 0.209
H 3.8991 0.6504 -0.4190 0.217
H 5.2462 0.7308 -2.4648 0.266
H 2.5852 0.9164 1.0978 0.223
H 1.9912 0.6447 3.5144 0.249
H 0.2157 0.6217 5.2740 0.254
H -2.1745 0.7507 4.5599 0.262
H -2.6909 0.9228 2.1344 0.250
Br -5.1073 -4.5814 2.9828 0.101
C -3.7865 -3.5338 2.1195 -0.102
C -2.4539 -3.9068 2.2130 -0.215
C -1.4957 -3.1814 1.5242 -0.196
C -1.8740 -2.0888 0.7593 -0.213
C -3.2039 -1.6805 0.7287 -0.186
C -4.1715 -2.4089 1.4077 -0.134
C -3.6378 -0.4253 -0.0325 0.764
O -4.7513 0.0050 0.1229 -0.536
O -2.7269 0.0960 -0.8272 -0.747
H -2.1707 -4.7644 2.8069 0.241
H -0.4540 -3.4710 1.5708 0.222
H -1.1275 -1.5567 0.1828 0.193
H -5.2042 -2.0930 1.3703 0.252
S -0.9309 5.6416 -0.4154 0.105
C -0.8365 4.1094 -0.7425 0.172
N -0.7128 2.9504 -1.0091 -0.693
```

Computed properties:
Gap between HOMO and LUMO (spin up / spin down): 5.903 / 5.953 eV
Total energy: -4350.12622 a.u.
Net charge: +1
E_HOMO (spin up / spin down): -11.77 / -11.77 eV
Molecular weight: 676.55 g mol⁻¹